This record from the Open Molecules 2025 dataset describes 12 unconnected molecules or ions with the total composition C30H84N4O12 in a non-equilibrium geometry. The level of theory is the ωB97M-V functional and the def2-TZVPD basis.

Structure (XYZ):
```
130
Properties=species:S:1:pos:R:3:lowdin_charge:R:1
C -0.635 -0.031 -0.265 -0.15
O 0.444 -0.805 0.195 -0.09
H -1.554 -0.173 0.267 0.07
H -0.849 -0.152 -1.309 0.05
H -0.475 1.034 -0.292 0.05
H 0.407 -1.033 1.099 0.00
C -4.782 0.704 1.819 -0.60
O -3.644 -0.021 2.069 -0.11
N -5.991 0.283 1.995 0.18
N -4.754 1.928 1.411 0.18
H -6.083 -0.716 2.239 0.14
H -6.789 0.648 1.571 0.09
H -3.800 2.265 1.216 0.09
H -5.534 2.394 0.912 0.12
C -1.208 -2.374 2.316 -0.59
O -0.507 -1.333 2.752 -0.07
N -2.527 -2.449 2.212 0.16
N -0.602 -3.489 1.913 0.19
H -3.033 -1.555 2.398 0.07
H -2.948 -3.255 1.859 0.08
H 0.407 -3.556 1.878 0.07
H -1.114 -4.230 1.512 0.10
C 2.372 -0.375 4.557 -0.03
C 2.887 0.950 4.044 -0.59
C 2.572 1.189 2.579 -0.04
O 2.389 2.005 4.574 0.01
H 1.320 -0.502 4.249 0.07
H 2.130 -0.345 5.638 0.08
H 2.997 -1.265 4.636 0.07
H 3.902 0.971 4.194 0.12
H 2.917 0.337 1.974 0.07
H 2.895 2.158 2.107 0.10
H 1.488 1.195 2.430 0.05
H 1.472 2.022 4.364 0.05
C -0.796 1.873 -3.365 -0.02
C 0.411 1.009 -3.524 -0.70
C 0.150 -0.061 -4.558 -0.02
O 1.396 1.696 -3.812 -0.01
H -1.246 2.257 -4.293 0.11
H -0.581 2.642 -2.605 0.06
H -1.593 1.296 -2.894 0.05
H 0.726 0.513 -2.621 0.12
H 0.037 0.399 -5.555 0.09
H -0.751 -0.616 -4.297 0.06
H 0.981 -0.784 -4.537 0.08
H 2.213 1.264 -3.409 0.10
C 5.678 -0.679 -2.695 -0.02
C 4.209 -0.435 -2.391 -0.65
C 4.093 -0.137 -0.921 -0.03
O 3.629 0.397 -3.076 0.06
H 5.679 -1.408 -3.559 0.10
H 6.184 -1.140 -1.900 0.05
H 6.253 0.226 -2.918 0.09
H 3.726 -1.408 -2.592 0.13
H 4.458 0.848 -0.598 0.09
H 4.747 -0.815 -0.354 0.08
H 3.078 -0.273 -0.557 0.06
H 3.801 0.109 -3.922 0.10
C -3.816 1.886 -1.547 -0.03
C -3.318 3.235 -1.083 -0.62
C -4.444 4.254 -1.125 -0.02
O -2.765 3.194 0.054 -0.04
H -3.146 1.088 -1.347 0.05
H -3.967 2.017 -2.600 0.09
H -4.755 1.714 -1.026 0.07
H -2.516 3.606 -1.706 0.13
H -4.132 5.228 -0.712 0.09
H -5.270 3.902 -0.456 0.07
H -4.934 4.320 -2.114 0.09
H -1.818 3.209 -0.130 0.08
C -4.267 -1.808 -0.708 -0.01
C -3.183 -2.511 -1.497 -0.66
C -2.852 -1.889 -2.838 -0.03
O -2.094 -2.601 -0.939 0.02
H -5.185 -1.959 -1.279 0.09
H -3.985 -0.745 -0.685 0.07
H -4.316 -2.288 0.263 0.07
H -3.569 -3.471 -1.675 0.12
H -2.410 -0.914 -2.765 0.04
H -3.715 -1.722 -3.426 0.07
H -2.202 -2.446 -3.553 0.09
H -2.173 -2.369 -0.003 0.07
C 1.551 -3.141 -2.269 -0.02
C 0.946 -4.479 -1.820 -0.64
C -0.246 -4.749 -2.685 -0.04
O 1.679 -5.493 -1.885 0.02
H 0.883 -2.265 -2.234 0.08
H 1.897 -3.185 -3.282 0.07
H 2.404 -2.882 -1.615 0.06
H 0.693 -4.350 -0.747 0.13
H 0.000 -4.996 -3.673 0.07
H -0.949 -3.941 -2.779 0.04
H -0.792 -5.598 -2.245 0.09
H 1.408 -6.090 -1.149 0.14
C 2.911 -2.454 1.422 -0.02
C 3.088 -3.943 1.719 -0.61
C 3.801 -4.273 3.057 -0.02
O 1.989 -4.513 1.733 -0.02
H 3.970 -2.235 1.307 0.08
H 2.412 -1.820 2.140 0.06
H 2.449 -2.353 0.443 0.06
H 3.626 -4.353 0.869 0.14
H 3.968 -5.341 3.122 0.07
H 3.288 -3.952 3.924 0.06
H 4.768 -3.764 3.144 0.08
H 2.080 -5.427 2.045 0.14
C 1.978 2.407 -0.588 -0.02
C 1.146 3.577 -0.151 -0.61
C 1.688 4.953 -0.612 -0.02
O -0.040 3.508 -0.544 -0.05
H 1.898 2.228 -1.636 0.07
H 1.755 1.547 0.050 0.06
H 2.986 2.736 -0.285 0.09
H 1.051 3.613 0.959 0.14
H 0.990 5.735 -0.364 0.08
H 1.930 5.101 -1.669 0.09
H 2.557 5.079 0.041 0.09
H -0.008 3.946 -1.410 0.11
C -1.439 4.375 2.564 -0.02
C -0.801 3.357 3.400 -0.64
C -0.878 1.940 2.830 -0.01
O 0.416 3.511 3.620 0.00
H -1.033 4.472 1.584 0.06
H -1.437 5.302 3.118 0.09
H -2.428 4.041 2.395 0.07
H -1.312 3.293 4.337 0.14
H -1.868 1.595 2.982 0.06
H -0.323 1.158 3.397 0.08
H -0.616 1.889 1.772 0.07
H 0.488 4.076 4.429 0.16
```

Output
LUMO level: 0.32 eV
Energy above the lowest of the compared OMol25 structures with the same formula, charge and spin: 3.8 kJ/mol
E_tot: -62992.8641 eV
Structure (SMILES): NC(N)=O.NC(N)=O.CC(C)O.CC(C)O.CC(C)O.CC(C)O.CC(C)O.CC(C)O.CC(C)O.CC(C)O.CC(C)O.CO
HOMO level: -8.883 eV


This record from the Open Molecules 2025 dataset describes 9 unconnected molecules or ions with the total composition C30H85N11O9 in a non-equilibrium geometry. The level of theory is the ωB97M-V functional and the def2-TZVPD basis.

Structure (XYZ):
```
135
Properties=species:S:1:pos:R:3:lowdin_charge:R:1
C -0.605 0.524 0.596 -0.72
O 0.142 -0.271 1.217 -0.04
N -0.417 1.769 0.469 0.22
N -1.745 0.123 0.053 0.20
H 0.411 2.263 0.771 0.10
H -1.296 2.229 0.283 0.08
H -2.367 0.835 -0.302 0.05
H -2.162 -0.769 0.279 0.09
C 1.825 -2.850 3.577 -0.78
O 2.281 -2.096 4.430 0.02
N 1.907 -4.137 3.538 0.16
N 1.150 -2.496 2.503 0.16
H 1.361 -4.696 2.898 0.10
H 2.436 -4.487 4.324 0.12
H 0.907 -1.554 2.230 0.05
H 1.052 -3.166 1.754 0.06
C 0.887 4.393 8.317 -0.10
C 0.496 4.864 6.981 -0.46
C -0.010 3.687 6.100 -0.20
O 0.045 4.129 4.745 -0.21
C -0.361 3.118 3.841 -0.14
N -0.502 5.919 7.185 0.04
H 0.814 5.202 9.045 0.08
H 1.907 4.020 8.396 0.08
H 0.161 3.636 8.615 0.08
H 1.429 5.263 6.582 0.14
H -0.981 3.319 6.430 0.12
H 0.739 2.899 6.179 0.12
H 0.370 2.427 3.421 0.08
H -0.939 3.564 3.032 0.07
H -1.070 2.434 4.305 0.07
H -0.858 6.144 6.267 0.06
H -1.260 5.622 7.784 0.07
C -6.194 2.033 -0.952 -0.10
C -5.283 2.315 -2.062 -0.51
C -3.803 1.940 -1.729 -0.19
O -3.139 2.567 -0.622 -0.28
C -2.711 3.887 -0.938 -0.27
N -5.887 1.688 -3.207 0.02
H -5.808 2.565 -0.082 0.08
H -6.232 0.952 -0.820 0.08
H -7.179 2.409 -1.228 0.08
H -5.361 3.352 -2.389 0.12
H -3.343 1.997 -2.716 0.10
H -3.703 0.890 -1.456 0.11
H -2.302 4.396 -0.065 0.04
H -3.518 4.519 -1.307 0.05
H -1.929 3.766 -1.687 0.05
H -5.678 2.075 -4.116 0.06
H -5.657 0.709 -3.307 0.07
C -2.345 -5.015 -0.140 -0.06
C -1.636 -3.614 -0.312 -0.38
C -0.130 -3.627 -0.728 -0.10
O 0.710 -4.337 0.277 -0.23
C 1.882 -4.924 -0.161 -0.14
N -2.421 -2.948 -1.371 0.02
H -2.085 -5.425 0.836 0.06
H -2.014 -5.813 -0.804 0.07
H -3.434 -5.014 -0.092 0.07
H -1.762 -2.980 0.565 0.10
H 0.244 -2.621 -0.918 0.10
H -0.174 -4.238 -1.630 0.12
H 2.315 -5.333 0.753 0.08
H 2.653 -4.299 -0.610 0.07
H 1.786 -5.769 -0.844 0.08
H -3.376 -2.873 -1.050 0.07
H -2.367 -3.619 -2.124 0.07
C 1.633 -2.279 -6.825 -0.10
C 0.361 -1.625 -6.336 -0.42
C 0.417 -1.439 -4.819 -0.17
O -0.688 -0.552 -4.513 -0.22
C -0.821 -0.385 -3.133 -0.13
N 0.346 -0.400 -7.193 0.05
H 2.542 -1.774 -6.497 0.06
H 1.714 -2.442 -7.899 0.08
H 1.717 -3.183 -6.222 0.07
H -0.478 -2.270 -6.600 0.14
H 1.321 -0.963 -4.438 0.12
H 0.298 -2.387 -4.295 0.12
H -1.515 0.441 -2.977 0.07
H 0.060 -0.246 -2.506 0.08
H -1.457 -1.231 -2.875 0.06
H 1.242 0.012 -6.975 0.05
H -0.139 0.157 -6.504 0.04
C 5.123 0.368 -4.824 -0.08
C 5.170 1.883 -4.709 -0.41
C 3.689 2.545 -4.539 -0.15
O 2.948 1.951 -3.445 -0.28
C 1.728 2.582 -2.946 -0.11
N 5.979 2.074 -3.538 0.04
H 6.061 -0.013 -5.229 0.07
H 4.427 0.039 -5.595 0.06
H 4.936 -0.136 -3.876 0.07
H 5.633 2.280 -5.612 0.13
H 3.052 2.489 -5.422 0.11
H 3.790 3.599 -4.282 0.10
H 1.435 2.138 -1.995 0.06
H 0.957 2.314 -3.668 0.06
H 1.771 3.671 -2.923 0.05
H 6.324 3.016 -3.658 0.07
H 5.287 2.066 -2.802 0.05
C 2.787 -1.240 -1.562 -0.07
C 3.893 -0.803 -0.678 -0.45
C 3.894 0.736 -0.394 -0.20
O 4.805 1.109 0.570 -0.19
C 4.444 1.104 2.009 -0.04
N 3.710 -1.551 0.499 0.06
H 2.821 -0.586 -2.433 0.06
H 1.883 -1.115 -0.966 0.06
H 2.936 -2.297 -1.786 0.08
H 4.798 -1.176 -1.158 0.14
H 2.922 1.158 -0.139 0.12
H 4.024 1.294 -1.322 0.09
H 3.669 0.349 2.147 0.07
H 3.959 2.062 2.195 0.08
H 5.258 0.969 2.721 0.09
H 2.783 -1.478 0.892 0.05
H 4.188 -1.001 1.198 0.04
C -2.850 -3.833 4.390 -0.09
C -2.573 -2.723 3.479 -0.45
C -3.820 -1.857 3.156 -0.19
O -3.658 -0.868 2.163 -0.19
C -4.143 0.360 2.519 -0.14
N -1.734 -1.793 4.230 0.07
H -3.086 -4.680 3.745 0.08
H -3.652 -3.593 5.088 0.08
H -2.091 -4.178 5.092 0.08
H -2.109 -3.218 2.626 0.11
H -4.102 -1.510 4.150 0.12
H -4.634 -2.439 2.723 0.12
H -3.602 1.097 1.925 0.08
H -3.916 0.534 3.571 0.08
H -5.210 0.577 2.463 0.09
H -0.783 -2.130 4.182 0.05
H -1.540 -1.058 3.565 0.06
```

Output
LUMO level (alpha / beta): 2.06 / 2.00 eV
Energy above the lowest of the compared OMol25 structures with the same formula, charge and spin: 209.9 kJ/mol
E_tot: -67300.3580 eV
HOMO level (alpha / beta): 0.347 / -6.809 eV
⟨S²⟩: 0.751
Multiplicity: 2
Total charge: -1


This record from the Open Molecules 2025 dataset describes 11 unconnected molecules or ions with the total composition C30H86N4O18 in a non-equilibrium geometry. The level of theory is the ωB97M-V functional and the def2-TZVPD basis.

Structure (XYZ):
```
138
Properties=species:S:1:pos:R:3:lowdin_charge:R:1
C -8.705 9.455 -30.716 -0.23
C -8.173 9.532 -32.166 -0.19
O -8.699 8.466 -33.038 -0.11
O -9.908 10.200 -30.558 -0.08
H -7.959 9.857 -30.031 0.11
H -8.981 8.454 -30.383 0.12
H -7.095 9.378 -32.207 0.11
H -8.426 10.380 -32.802 0.12
H -9.626 8.370 -32.810 0.06
H -10.666 9.703 -30.875 0.08
C -10.473 -1.511 -28.223 -0.25
C -11.596 -0.493 -28.103 -0.28
O -12.832 -0.901 -28.561 -0.04
O -9.347 -1.294 -27.368 -0.07
H -10.079 -1.569 -29.237 0.11
H -10.901 -2.504 -28.090 0.11
H -11.278 0.476 -28.488 0.13
H -11.645 -0.329 -27.027 0.12
H -13.243 -1.606 -28.056 0.10
H -8.962 -2.162 -27.223 0.08
C -6.083 4.116 -29.192 -0.31
C -6.193 3.893 -27.722 -0.28
O -7.453 3.463 -27.345 -0.04
O -6.068 2.930 -29.849 -0.05
H -5.210 4.705 -29.475 0.12
H -6.953 4.569 -29.667 0.13
H -6.028 4.914 -27.378 0.12
H -5.410 3.238 -27.339 0.13
H -7.480 2.508 -27.441 0.09
H -6.694 2.992 -30.574 0.09
C -12.288 3.824 -34.939 -0.29
C -11.283 3.385 -33.850 -0.24
O -9.929 3.485 -34.247 -0.07
O -12.342 5.184 -34.926 -0.05
H -13.291 3.461 -34.718 0.12
H -11.947 3.430 -35.896 0.12
H -11.359 2.336 -33.563 0.12
H -11.502 4.042 -33.008 0.11
H -9.804 4.390 -34.543 0.08
H -13.061 5.474 -35.492 0.10
C -12.194 1.471 -21.211 -0.26
C -10.863 0.837 -21.536 -0.24
O -10.280 0.285 -20.353 -0.08
O -13.167 0.479 -21.007 -0.06
H -12.474 2.063 -22.083 0.12
H -12.191 2.126 -20.340 0.12
H -10.192 1.628 -21.872 0.11
H -10.885 0.081 -22.321 0.12
H -9.779 0.972 -19.907 0.08
H -13.086 0.087 -20.134 0.09
C -3.257 -2.005 -30.244 -0.25
C -2.041 -1.198 -29.809 -0.25
O -1.130 -2.075 -29.196 -0.06
O -2.921 -2.946 -31.270 -0.06
H -4.012 -1.432 -30.782 0.11
H -3.744 -2.413 -29.358 0.11
H -2.244 -0.378 -29.120 0.12
H -1.625 -0.790 -30.730 0.11
H -0.790 -1.705 -28.377 0.08
H -3.793 -3.292 -31.478 0.08
C 0.619 7.875 -31.166 -0.27
C 0.023 7.290 -32.418 -0.27
O -1.385 7.351 -32.360 -0.07
O 2.018 7.755 -31.179 -0.06
H 0.310 7.250 -30.329 0.12
H 0.263 8.896 -31.029 0.13
H 0.310 6.249 -32.561 0.12
H 0.380 7.811 -33.306 0.12
H -1.743 6.604 -32.847 0.08
H 2.409 8.562 -30.837 0.09
C -4.998 12.182 -21.751 -0.08
C -5.809 12.319 -23.010 -0.48
C -5.394 11.436 -24.141 -0.19
O -4.074 11.851 -24.597 -0.18
C -3.595 11.029 -25.655 -0.12
N -7.207 12.138 -22.633 0.04
H -5.216 12.848 -20.916 0.07
H -3.943 12.375 -21.946 0.07
H -5.013 11.199 -21.281 0.08
H -5.616 13.329 -23.372 0.14
H -6.211 11.477 -24.861 0.12
H -5.335 10.397 -23.818 0.13
H -3.413 10.024 -25.274 0.08
H -2.604 11.427 -25.874 0.09
H -4.161 10.944 -26.583 0.08
H -7.545 12.900 -22.063 0.07
H -7.663 12.236 -23.528 0.06
C -0.479 1.979 -24.597 -0.07
C -0.578 0.686 -23.785 -0.45
C -1.992 0.073 -23.643 -0.18
O -2.001 -1.119 -22.783 -0.19
C -3.380 -1.518 -22.470 -0.09
N 0.328 -0.229 -24.447 0.02
H -1.100 2.795 -24.227 0.08
H -0.720 1.804 -25.645 0.08
H 0.571 2.273 -24.570 0.07
H -0.125 0.908 -22.818 0.13
H -2.425 -0.073 -24.633 0.12
H -2.658 0.841 -23.250 0.11
H -3.876 -2.023 -23.299 0.08
H -4.052 -0.674 -22.316 0.08
H -3.358 -2.231 -21.646 0.08
H 0.490 -0.911 -23.720 0.07
H 1.244 0.124 -24.684 0.07
C -10.965 -6.039 -33.937 -0.08
C -10.010 -6.192 -35.120 -0.44
C -8.568 -5.914 -34.762 -0.24
O -8.250 -4.750 -34.075 -0.16
C -8.497 -3.586 -34.841 -0.11
N -10.145 -7.624 -35.415 0.01
H -10.744 -5.082 -33.466 0.07
H -10.797 -6.812 -33.187 0.08
H -11.997 -6.120 -34.278 0.08
H -10.400 -5.548 -35.908 0.13
H -8.040 -6.007 -35.712 0.13
H -8.303 -6.715 -34.073 0.13
H -8.105 -2.658 -34.424 0.09
H -9.543 -3.354 -35.039 0.09
H -7.931 -3.638 -35.770 0.09
H -11.113 -7.909 -35.387 0.06
H -9.764 -8.157 -34.647 0.06
C -16.956 5.640 -22.431 -0.07
C -16.466 7.074 -22.424 -0.46
C -15.288 7.384 -23.308 -0.23
O -14.139 6.657 -23.065 -0.17
C -13.046 6.774 -23.897 -0.13
N -17.677 7.773 -22.839 0.03
H -16.184 4.947 -22.096 0.07
H -17.019 5.374 -23.486 0.08
H -17.871 5.361 -21.909 0.08
H -16.172 7.333 -21.407 0.13
H -14.995 8.431 -23.229 0.13
H -15.594 7.272 -24.348 0.13
H -12.399 5.922 -23.683 0.09
H -12.492 7.689 -23.690 0.09
H -13.228 6.743 -24.971 0.09
H -18.388 7.398 -22.227 0.07
H -17.447 8.729 -22.607 0.07
```

Output
LUMO level: 0.08 eV
Energy above the lowest of the compared OMol25 structures with the same formula, charge and spin: 645.6 kJ/mol
E_tot: -75309.5016 eV
Structure (SMILES): COC[C@H](C)N.COC[C@H](C)N.COC[C@H](C)N.COC[C@H](C)N.OCCO.OCCO.OCCO.OCCO.OCCO.OCCO.OCCO
HOMO level: -9.124 eV